(1)
ORCA calculation (ωB97M-V/def2-TZVPD) on a structure of composition C41H37BaN5O7PS in a non-equilibrium geometry.

Geometry as XYZ:
```
93
Properties=species:S:1:pos:R:3:forces:R:3:mulliken_charge:R:1
Ba -0.1778 0.2630 0.1323 -2.79 -1.94 -3.66 2.294
O -1.6395 0.0441 2.0602 -1.14 0.07 1.43 -0.293
C -1.0605 -0.0298 3.3341 0.33 -0.17 0.81 -0.841
C 0.1671 0.8792 3.4606 -0.47 -0.17 0.04 -0.962
N 1.0805 0.6388 2.3602 0.70 0.18 1.39 0.602
C 1.9557 -0.4992 2.5619 0.26 -0.27 -0.40 -0.485
C 2.5252 -0.9482 1.1825 0.97 -0.46 1.11 0.129
O 3.6513 -1.4361 1.1536 0.25 -0.10 0.07 -0.827
O 1.7430 -0.7749 0.2169 2.95 -1.61 -0.42 -0.760
C 1.8493 1.8312 2.0488 -0.04 0.53 -0.15 -0.714
C 0.9386 2.8776 1.3586 0.74 0.73 1.00 0.630
O 0.9986 4.0430 1.7339 -0.01 0.16 0.19 -0.813
O 0.2171 2.3976 0.4436 -0.03 3.29 0.40 -0.716
H -1.9839 0.9419 1.9040 -0.49 0.14 -0.18 0.209
H -0.7635 -1.0782 3.4518 -0.08 0.10 0.13 0.361
H -1.7902 0.2195 4.1238 0.18 -0.12 -0.13 0.434
H 0.6446 0.7222 4.4450 -0.07 0.12 -0.09 0.298
H -0.1652 1.9201 3.3959 0.02 -0.01 0.11 0.482
H 1.3838 -1.3434 2.9625 0.06 0.03 -0.01 0.371
H 2.7903 -0.2758 3.2447 -0.12 -0.06 -0.02 0.254
H 2.6202 1.5605 1.3232 0.14 0.00 0.02 0.383
H 2.3298 2.2725 2.9369 -0.03 -0.09 -0.14 0.179
C -0.2349 -5.7539 1.0712 -0.01 0.01 0.42 -0.873
N -0.3029 -5.3582 -0.3004 0.05 0.41 -0.55 0.243
C -0.2492 -6.1708 -1.3962 0.01 0.02 -0.57 -0.706
C -0.2772 -5.3843 -2.4871 0.07 -0.57 0.01 -0.417
N -0.3366 -4.0617 -2.0767 0.02 -0.69 0.97 0.418
C -0.3787 -4.0432 -0.6914 -0.12 -0.13 0.45 -0.144
S -0.5593 -2.8579 0.4310 -0.25 -0.03 0.37 -0.184
C -0.3208 -2.9673 -2.9364 0.06 1.15 -0.73 0.879
C -0.3702 -3.1448 -4.3243 -0.03 -0.16 0.28 -0.757
C -0.3931 -2.0248 -5.1304 -0.01 0.12 0.21 -1.172
C -0.3796 -0.7693 -4.5463 0.03 0.01 -0.03 -0.810
C -0.2967 -0.7096 -3.1671 -0.03 -0.06 -0.30 0.657
N -0.2475 -1.7681 -2.3851 0.25 -0.59 0.18 0.763
H -0.2572 -6.8393 1.1278 0.01 -0.05 -0.03 0.324
H -1.0749 -5.3210 1.6159 0.03 -0.08 0.02 0.302
H 0.6826 -5.3676 1.5197 -0.05 -0.05 0.06 0.317
H -0.1998 -7.2372 -1.3142 0.02 -0.17 -0.04 0.425
H -0.2562 -5.6741 -3.5123 0.03 -0.03 -0.23 0.397
H -0.3980 -4.1249 -4.7690 -0.03 -0.08 -0.06 0.332
H -0.4286 -2.1315 -6.2038 -0.03 -0.04 -0.11 0.410
H -0.4312 0.1303 -5.1380 0.04 0.13 -0.02 0.298
H -0.2883 0.2337 -2.6497 -0.01 0.25 -0.14 -0.541
C 2.4954 6.2406 -0.2137 0.06 0.00 -0.03 -0.564
C 1.2931 5.9727 -0.8440 -0.06 0.11 -0.06 -0.691
C 1.0668 4.7412 -1.4268 0.06 -0.11 -0.06 -0.290
C 2.0379 3.7452 -1.3804 0.03 -0.02 0.11 0.233
C 3.2330 4.0133 -0.7191 -0.03 -0.15 -0.03 -0.379
C 3.4639 5.2550 -0.1556 0.08 0.14 0.11 -0.800
P 1.6578 2.0377 -1.9322 0.75 0.29 -1.03 2.741
C 0.8721 2.4094 -3.5679 0.00 -0.11 0.14 0.341
C 1.5048 2.3224 -4.8039 0.05 0.00 0.10 -0.826
C 0.7993 2.5471 -5.9754 0.05 0.00 -0.09 -0.740
C -0.5473 2.8640 -5.9339 0.00 0.01 -0.03 -0.729
C -1.1944 2.9279 -4.7094 -0.16 0.04 -0.06 -0.870
C -0.4963 2.6896 -3.5399 0.13 -0.02 0.01 -0.449
C 3.3269 1.4545 -2.4491 -0.19 0.04 0.10 -0.048
C 3.6640 0.1503 -2.0975 -0.17 0.11 -0.01 -0.468
C 4.9173 -0.3533 -2.4031 0.20 -0.11 -0.10 -0.758
C 5.8409 0.4289 -3.0737 -0.02 -0.09 0.05 -0.619
C 5.5123 1.7279 -3.4288 0.02 0.21 -0.10 -0.833
C 4.2672 2.2425 -3.1131 0.02 0.03 0.01 -0.219
H 2.6651 7.2023 0.2502 0.01 0.04 0.04 0.359
H 0.5121 6.7198 -0.8572 -0.05 0.05 -0.03 0.393
H 0.1142 4.5395 -1.8933 -0.06 0.05 0.01 0.234
H 3.9805 3.2359 -0.6257 0.06 0.02 -0.01 0.379
H 4.3949 5.4429 0.3607 0.08 0.00 0.03 0.365
H 2.5532 2.0640 -4.8567 -0.01 -0.02 -0.02 0.317
H 1.3067 2.4590 -6.9263 0.04 0.03 -0.08 0.395
H -1.0891 3.0469 -6.8510 -0.07 -0.01 -0.05 0.364
H -2.2522 3.1423 -4.6708 -0.11 0.03 0.04 0.441
H -1.0142 2.6987 -2.5875 -0.09 0.01 0.04 0.388
H 2.9548 -0.4554 -1.5480 0.01 -0.05 0.06 0.044
H 5.1733 -1.3559 -2.0992 0.01 -0.14 0.07 0.482
H 6.8222 0.0395 -3.3076 0.06 -0.05 -0.01 0.385
H 6.2354 2.3465 -3.9440 0.03 0.05 -0.02 0.399
H 4.0281 3.2694 -3.3628 0.00 0.01 -0.01 0.542
O -2.9652 1.9871 0.6174 0.16 0.44 0.47 -0.862
C -3.2821 1.2754 -0.3239 -0.40 -0.31 -0.35 0.061
N -2.5509 0.2587 -0.8323 -0.67 -0.17 -0.40 0.786
C -3.2936 -0.4517 -1.7175 -0.34 -0.33 -0.30 -0.331
O -2.9593 -1.4497 -2.3339 -0.32 0.03 -0.01 -0.639
C -4.6449 0.1983 -1.8418 -0.23 0.46 0.11 0.029
C -5.7623 -0.1322 -2.5754 0.19 -0.07 0.06 -0.369
C -6.8549 0.7252 -2.5077 -0.05 -0.07 -0.10 -0.482
C -6.8000 1.8857 -1.7521 -0.07 0.14 0.06 -0.515
C -5.6743 2.2049 -0.9974 0.18 0.00 0.09 -0.348
C -4.6078 1.3321 -1.0378 -0.33 -0.28 -0.35 -0.020
H -5.7718 -1.0319 -3.1725 -0.03 -0.08 -0.09 0.501
H -7.7577 0.4894 -3.0540 -0.06 0.01 -0.07 0.393
H -7.6510 2.5517 -1.7500 -0.08 0.06 0.03 0.407
H -5.6251 3.1095 -0.4093 -0.04 0.05 0.11 0.497
```
Positions in Å, forces in eV/Å.

Output
ΔE to the lowest compared entry with this formula, charge and spin = 55.9 kcal/mol
HOMO energy = -5.3 eV
LUMO level = 2.3 eV
Molar mass = 912.1 Da
Total charge = -1



(2)
ORCA calculation (ωB97M-V/def2-TZVPD) on the molecule C5H11NO2 in a non-equilibrium geometry.

Geometry as XYZ:
```
19
Properties=species:S:1:pos:R:3:forces:R:3:mulliken_charge:R:1
C 1.9461 1.4692 -0.3983 -0.42 0.07 0.13 -1.545
C 0.4710 1.1265 -0.2790 -0.59 -1.63 -1.21 0.567
O -0.2823 2.2586 -0.0631 -1.99 0.31 0.10 -0.638
C 0.1869 0.0351 0.8017 -0.02 0.62 0.03 -0.892
N -0.8278 -0.9079 0.3402 0.24 0.41 -0.95 0.156
C -0.4487 -2.2995 0.2794 0.06 -0.19 -0.17 -0.902
C -1.8392 -0.4267 -0.4210 -1.70 -0.48 2.32 0.069
O -2.3159 0.7092 -0.3201 0.48 -0.56 -0.91 -0.650
H 2.5349 0.5995 -0.6844 0.01 -0.02 -0.07 0.392
H 2.0755 2.2670 -1.1255 0.04 -0.02 -0.09 0.372
H 2.3072 1.8343 0.5617 0.07 0.05 0.11 0.355
H 0.0558 0.6156 -1.2314 1.17 0.71 0.76 0.233
H -1.2691 1.9197 -0.1304 2.22 0.82 0.27 0.462
H 1.0949 -0.5256 1.0224 -0.08 -0.04 0.14 0.469
H -0.1809 0.5525 1.6934 0.23 -0.10 0.06 0.238
H -0.2148 -2.6614 1.2814 -0.05 0.01 -0.03 0.311
H -1.2689 -2.8925 -0.1217 0.00 -0.01 0.02 0.326
H 0.4307 -2.4412 -0.3532 0.04 -0.06 -0.01 0.348
H -2.4556 -1.2323 -0.8522 0.30 0.10 -0.51 0.329
```
Positions in Å, forces in eV/Å.

Output
ΔE to the lowest compared entry with this formula, charge and spin = 28.9 kcal/mol
HOMO energy = -9.4 eV
LUMO level = 0.7 eV
Molar mass = 117.1 Da
Total charge = 0
Structure (SMILES) = C[C@H](O)CN(C)C=O